The following is a DFT calculation (ωB97M-V/def2-TZVPD) of a 2-piece molecular cluster, C7H8Cl2O5S overall in a non-equilibrium geometry.

Structure (XYZ):
```
23
Properties=species:S:1:pos:R:3:lowdin_charge:R:1
C -1.4312 0.4829 -2.0196 0.0297
C -1.7548 -0.0881 -0.8456 -0.3340
C -2.7706 0.6709 -0.0010 -0.8013
C 0.9483 -0.4353 1.9710 -0.1535
C 0.7255 1.3141 0.0480 -0.5703
C -0.9724 -1.1794 -0.2699 -0.4813
C 0.6903 -0.1017 0.4755 -0.4144
O -2.1961 1.6353 0.5141 -0.0429
O 1.9810 -0.7368 -1.8854 -0.3901
O -3.9028 0.2054 -0.0687 -0.0458
O 3.3081 -0.3274 0.0901 -0.4089
O 1.9712 -2.3178 -0.1206 -0.3840
S 2.0551 -0.9045 -0.4270 0.3580
Cl 1.8906 2.3521 0.9769 0.5087
Cl -1.7641 -1.9306 1.0657 0.6886
H -0.6132 0.0671 -2.5702 0.0446
H -1.9140 1.4144 -2.3512 0.0727
H 0.5826 -1.3612 2.3490 0.0172
H 0.5052 0.2536 2.7221 0.0703
H 2.0993 -0.3582 2.1315 0.0908
H -0.2739 1.7783 0.0461 0.0538
H 1.2994 1.3320 -0.9491 0.0752
H -0.4636 -1.7653 -0.8819 0.0171
```

Values from the calculation:
- electronic energy (eV) = -53505.0719
- total charge = -2
- E_HOMO (eV) = -1.71
- orbital gap (eV) = 7.226
- energy above the lowest of the compared OMol25 structures with the same formula, charge and spin (kcal per mole) = 29.96